(1)
{"formula": "C35H35CoN4O3PS2", "method": "ωB97M-V with the def2-TZVPD basis set", "s_squared": 3.760, "gap_ha": [0.253, 0.255], "e_tot_ev": -117556.02445, "relative_energy_kcal_mol": 0.47, "largest_force_ha_per_bohr": 0.0150, "multiplicity": 4, "elements": ["Co", "S", "S", "P", "O", "O", "O", "N", "N", "N", "N", "C", "C", "C", "C", "C", "C", "C", "C", "C", "C", "C", "C", "C", "C", "C", "C", "C", "C", "C", "C", "C", "C", "C", "C", "C", "C", "C", "C", "C", "C", "C", "C", "C", "C", "C", "H", "H", "H", "H", "H", "H", "H", "H", "H", "H", "H", "H", "H", "H", "H", "H", "H", "H", "H", "H", "H", "H", "H", "H", "H", "H", "H", "H", "H", "H", "H", "H", "H", "H", "H"], "positions_angstrom": [[-0.7654, -0.2418, -1.1495], [0.3457, -2.5888, 1.5872], [-1.9640, -0.1173, 0.8761], [-0.4672, -0.8648, 2.0657], [-2.5511, -0.0168, -2.4872], [1.1906, -0.0894, -1.2421], [-0.5357, -2.0922, -1.9828], [-0.7587, 1.7344, -1.7832], [0.9449, -3.7479, -2.2442], [-0.9738, -4.1027, -0.9720], [0.1445, 2.6115, -1.6531], [-2.3250, -0.9237, 6.2778], [2.2703, 3.4295, -1.0042], [0.5269, 1.7749, 1.9517], [0.8042, 0.4384, 2.2248], [1.8341, 4.7606, -1.1492], [-1.7352, -2.0691, 5.7675], [0.9216, -5.6335, -0.7279], [3.5974, 3.2091, -0.5970], [2.0552, 0.0886, 2.7307], [1.3866, -5.1194, -2.0730], [4.0525, 1.8617, -0.4172], [-4.2157, 1.6726, -3.0357], [4.0054, 5.5880, -0.4939], [-3.5139, -1.0360, -2.7319], [2.7173, 2.4004, 2.7207], [2.6827, 5.8125, -0.9012], [-2.3114, 3.5907, -2.3712], [-0.5776, -5.4631, -0.6378], [-1.1734, -2.0572, 4.4965], [1.3910, 2.2939, -1.2237], [-3.5653, 3.9811, -2.8162], [-1.2075, -0.8997, 3.7326], [-1.8015, 0.2514, 4.2483], [4.4499, 4.2986, -0.3468], [1.8781, 0.9669, -1.0387], [1.7562, -2.8726, -3.0738], [-2.3571, 0.2390, 5.5163], [-4.5139, 3.0260, -3.1433], [-0.2167, -3.2758, -1.7212], [3.0037, 1.0675, 2.9829], [-2.2194, -3.6674, -0.3734], [1.4831, 2.7512, 2.1955], [3.2486, 0.8019, -0.6271], [-2.9600, 1.2914, -2.5964], [-1.9982, 2.2459, -2.2534], [-2.7599, -0.9327, 7.2693], [-3.9033, -0.9531, -3.7474], [-0.9205, -5.6585, 0.3795], [-2.9797, -1.9725, -2.6264], [4.6655, 6.4227, -0.2982], [-0.4289, 2.0447, 1.5186], [-1.5612, 4.3203, -2.1032], [1.4032, -5.0599, 0.0664], [1.5416, -1.8368, -2.8325], [5.0740, 1.7087, -0.0851], [-3.0608, -4.2220, -0.8005], [-1.7082, -2.9753, 6.3592], [1.2716, 3.7854, 1.9528], [-2.3636, -2.6049, -0.5122], [5.4684, 4.1005, -0.0323], [3.4626, 3.1648, 2.9031], [-1.0884, -6.1735, -1.2988], [2.3240, 6.8274, -1.0202], [1.1848, -6.6843, -0.6064], [-5.4959, 3.3264, -3.4838], [-4.3292, -0.9750, -2.0083], [1.0120, -5.7570, -2.8838], [2.4753, -5.1266, -2.1322], [-4.9612, 0.9350, -3.2918], [2.8073, -3.0742, -2.8659], [-2.8161, 1.1356, 5.9127], [3.9738, 0.7879, 3.3752], [-2.1797, -3.8368, 0.7030], [1.5714, -3.0440, -4.1384], [3.5830, -0.2154, -0.4708], [0.8153, 4.9438, -1.4578], [2.2777, -0.9557, 2.9094], [-1.8333, 1.1560, 3.6531], [-3.8019, 5.0333, -2.8995], [-0.7028, -2.9424, 4.0871]], "lowdin_charge": [0.537, 0.301, 0.354, 0.131, -0.174, -0.112, -0.072, -0.004, -0.066, -0.090, 0.112, -0.091, -0.115, -0.117, -0.377, -0.031, -0.085, -0.154, -0.185, -0.101, -0.154, -0.017, -0.016, -0.092, -0.048, -0.086, -0.083, -0.010, -0.161, -0.107, -0.147, -0.085, -0.381, -0.101, -0.043, -0.313, -0.016, -0.082, -0.080, -0.465, -0.082, -0.070, -0.077, 0.008, -0.214, -0.169, 0.100, 0.102, 0.122, 0.075, 0.098, 0.070, 0.100, 0.101, 0.068, 0.119, 0.098, 0.101, 0.109, 0.024, 0.110, 0.106, 0.129, 0.100, 0.120, 0.104, 0.110, 0.129, 0.120, 0.105, 0.091, 0.102, 0.103, 0.070, 0.095, 0.123, 0.093, 0.078, 0.093, 0.103, 0.059]}


(2)
{"formula": "C38H49Br2HfNO4S2", "method": "ωB97M-V with the def2-TZVPD basis set", "gap_ha": 0.298, "e_tot_ev": -212933.84504, "relative_energy_kcal_mol": 42.39, "largest_force_ha_per_bohr": 0.0692, "charge": 2, "elements": ["Hf", "Br", "Br", "S", "S", "O", "O", "O", "O", "N", "C", "C", "C", "C", "C", "C", "C", "C", "C", "C", "C", "C", "C", "C", "C", "C", "C", "C", "C", "C", "C", "C", "C", "C", "C", "C", "C", "C", "C", "C", "C", "C", "C", "C", "C", "C", "C", "C", "H", "H", "H", "H", "H", "H", "H", "H", "H", "H", "H", "H", "H", "H", "H", "H", "H", "H", "H", "H", "H", "H", "H", "H", "H", "H", "H", "H", "H", "H", "H", "H", "H", "H", "H", "H", "H", "H", "H", "H", "H", "H", "H", "H", "H", "H", "H", "H", "H"], "positions_angstrom": [[1.3411, 0.5866, 0.1779], [3.5050, -1.6535, -0.0194], [0.4515, -1.1872, 2.0973], [1.2688, 3.2326, 1.4648], [-1.0891, 1.8715, -2.0928], [2.8502, 1.0660, 1.1836], [0.2314, 1.7111, -1.3393], [0.3705, 2.0132, 1.2170], [0.7788, -0.8942, -0.7948], [2.9399, 0.6396, -1.4012], [-3.3698, -5.2526, 1.1480], [-1.6444, -2.3232, -3.6887], [-1.3374, -4.3920, 0.0133], [-0.8724, -3.5777, 1.0443], [-0.8207, 5.3101, 4.9172], [0.5606, -1.2235, -3.4229], [-0.7681, 3.5430, 3.2958], [3.1370, 1.2274, 2.5572], [3.8333, -0.3482, -1.3362], [-0.1895, -2.4336, 0.7107], [-4.6413, 0.9065, -0.3526], [0.4126, 4.0655, 2.7998], [-2.3614, 1.1887, -1.0006], [0.3835, 5.8021, 4.4367], [-0.2281, -2.5036, -3.1192], [-1.0701, -3.9955, -1.2909], [-1.9532, 0.4577, 0.0990], [-3.7095, 1.3962, -1.2548], [4.9289, -0.4526, -2.1795], [-1.6083, 4.0485, -0.3561], [5.1132, 0.5399, -3.1298], [1.0137, 5.1744, 3.3759], [-1.2317, -6.5950, 1.1512], [3.6818, -0.0501, 3.2104], [4.1696, 2.3505, 2.7249], [-4.2346, 0.1948, 0.7677], [-0.3766, -2.8406, -1.6356], [0.8809, 4.4036, 0.0924], [-2.6005, -6.3845, -0.9193], [0.4968, -3.6478, -3.8416], [0.0950, -2.0224, -0.5944], [4.1972, 1.5826, -3.2019], [-1.3868, 4.1739, 4.3620], [3.1261, 1.5851, -2.3265], [-0.5052, 5.0269, 0.0495], [-2.1258, -5.6494, 0.3387], [-2.8875, -0.0404, 0.9918], [-1.5261, 3.6408, -1.8251], [-2.2100, -3.2471, -3.6326], [0.0881, -0.3426, -2.9874], [5.6078, -1.2874, -2.0932], [-0.7487, 5.4455, 1.0272], [0.8370, 6.6636, 4.8967], [1.6388, 5.1790, 0.1997], [-1.1872, 2.6521, 2.8521], [2.9105, -0.7991, 3.3751], [-0.3486, -6.8632, 0.5769], [3.9048, 3.2083, 2.1064], [0.6027, -3.4047, -4.8963], [-1.7636, -6.7419, -1.5144], [-0.0445, -4.5842, -3.7667], [2.3609, 2.3499, -2.3724], [-4.0361, 1.9422, -2.1266], [-1.4174, -4.6205, -2.0941], [1.9562, 5.5392, 2.9973], [-0.9073, -6.1403, 2.0822], [1.5848, -1.3008, -3.0608], [-3.9663, -4.5336, 0.5889], [-3.1873, -7.2503, -0.6242], [-1.7744, -7.5060, 1.3874], [-2.1831, -1.5596, -3.1290], [0.5976, -1.0814, -4.5017], [-1.0268, -3.8192, 2.0823], [-0.7685, 4.2139, -2.3589], [-0.8878, 0.3123, 0.2497], [-3.1079, -4.8153, 2.1070], [-5.6907, 1.0929, -0.5201], [4.4587, -0.4787, 2.5825], [5.1487, 1.9904, 2.4178], [-3.9828, -6.1309, 1.3327], [-2.5788, 4.5083, -0.1673], [-3.2376, -5.7494, -1.5311], [-2.3017, 3.7708, 4.7628], [5.9485, 0.4884, -3.8096], [-1.5526, 3.1685, 0.2848], [4.1178, 0.2077, 4.1710], [1.4893, -3.7905, -3.4200], [4.2180, 2.6666, 3.7616], [-1.5952, -2.0206, -4.7313], [1.0948, 3.8318, -0.8115], [4.3111, 2.3722, -3.9263], [2.1986, 1.5164, 3.0798], [-4.9669, -0.1770, 1.4677], [-1.3195, 5.8121, 5.7297], [-2.5631, -0.5972, 1.8575], [-0.4800, 5.8567, -0.6622], [-2.4713, 3.7825, -2.3436]], "lowdin_charge": [1.280, 0.995, 0.968, 1.108, 1.121, -0.454, -0.629, -0.627, -0.401, -0.079, -0.036, -0.022, -0.148, -0.049, -0.040, -0.046, -0.063, -0.543, -0.651, -0.437, -0.036, -0.377, -0.363, -0.041, -0.518, 0.046, -0.109, -0.059, -0.053, -0.205, -0.005, -0.067, -0.031, -0.062, -0.047, -0.035, -0.069, -0.262, -0.052, -0.025, -0.358, -0.009, -0.041, -0.088, -0.197, -0.554, -0.038, -0.270, 0.085, 0.039, 0.120, 0.115, 0.120, 0.109, 0.109, 0.028, 0.094, 0.052, 0.094, 0.091, 0.082, 0.107, 0.121, 0.101, 0.120, 0.079, 0.080, 0.091, 0.093, 0.093, 0.084, 0.098, 0.117, 0.102, 0.005, 0.077, 0.122, 0.065, 0.093, 0.092, 0.133, 0.090, 0.118, 0.129, 0.088, 0.093, 0.094, 0.092, 0.094, 0.068, 0.121, 0.113, 0.120, 0.119, 0.102, 0.133, 0.098]}


(3)
{"formula": "C37H34GaN2O4", "method": "ωB97M-V with the def2-TZVPD basis set", "gap_ha": 0.138, "e_tot_ev": -102457.94949, "relative_energy_kcal_mol": 58.22, "largest_force_ha_per_bohr": 0.1778, "charge": -1, "elements": ["Ga", "O", "O", "O", "O", "N", "N", "C", "C", "C", "C", "C", "C", "C", "C", "C", "C", "C", "C", "C", "C", "C", "C", "C", "C", "C", "C", "C", "C", "C", "C", "C", "C", "C", "C", "C", "C", "C", "C", "C", "C", "C", "C", "C", "H", "H", "H", "H", "H", "H", "H", "H", "H", "H", "H", "H", "H", "H", "H", "H", "H", "H", "H", "H", "H", "H", "H", "H", "H", "H", "H", "H", "H", "H", "H", "H", "H", "H"], "positions_angstrom": [[-3.4597, -0.5127, 2.1567], [1.6416, -3.8260, 0.3137], [-1.4714, 3.6441, -2.2309], [0.8419, 6.3811, -6.1889], [6.3914, -2.5630, 2.4001], [-1.5117, 1.5243, 1.1819], [-1.7604, -1.2947, 2.6498], [2.7283, 0.2202, 0.4429], [-0.2288, 5.5357, -2.8581], [2.7425, -3.5376, 0.7667], [-2.6217, -2.6875, -1.2878], [-3.0007, 1.2627, 1.1148], [-2.6716, -4.1857, 2.5675], [-1.5367, 1.9850, -6.0795], [-1.7746, -1.9845, 3.9892], [0.3987, 6.2359, -3.8876], [4.7905, -0.4526, 1.5084], [2.3349, -1.1171, 0.3578], [4.9129, -4.2674, 1.7504], [-1.5181, 2.4883, -4.7770], [-0.1937, 6.0359, -1.5499], [3.2774, -5.9405, 1.1323], [-0.9169, 4.2580, -3.1341], [4.4041, -1.7960, 1.4109], [3.6615, -4.5968, 1.2311], [1.0883, 7.4217, -3.6070], [4.1559, -6.9486, 1.5318], [3.9516, 0.5523, 1.0244], [-0.9675, 2.7191, -7.1197], [-0.3656, 3.9507, -6.8575], [-0.9195, 3.7269, -4.5118], [-3.5546, -2.2115, -0.3288], [1.1371, 7.9091, -2.2999], [-4.5705, 0.1388, 3.8267], [3.1726, -2.1275, 0.8479], [-0.3331, 4.4507, -5.5489], [5.3141, -2.8537, 1.8931], [-4.5993, -1.6424, 0.8395], [0.3374, 5.7373, -5.2760], [5.4171, -6.6199, 2.0282], [-5.2895, -0.8689, 4.6525], [0.4886, 7.2217, -1.2743], [5.7948, -5.2812, 2.1439], [-2.0441, -3.5971, 3.9609], [0.5188, 7.6064, -0.2572], [2.2967, -6.2048, 0.7406], [-1.2796, 1.9733, 0.2451], [-3.3066, 1.1991, -0.0276], [4.2551, 1.5944, 1.0974], [6.7790, -5.0319, 2.5372], [-1.9675, 1.9103, -3.9711], [-3.7911, -3.9119, 2.3670], [-2.8560, -3.8166, 4.8083], [2.0786, 1.0028, 0.0570], [-0.6928, 5.5018, -0.7433], [-4.8511, -1.3041, 5.6731], [-1.9974, 1.0206, -6.2824], [-2.6384, -5.3751, 2.6637], [1.6795, 8.8267, -2.0829], [6.1066, -7.4061, 2.3276], [-0.9883, 2.3307, -8.1356], [-1.3532, 2.2826, 1.8905], [-2.5142, -1.4944, 4.7685], [3.8579, -7.9916, 1.4502], [1.3768, -1.3676, -0.0948], [-5.1521, -2.4962, 1.4216], [-1.0649, -4.1589, 4.3326], [-6.3083, -1.3010, 4.2492], [0.0810, 4.5160, -7.6738], [-1.6874, -2.9984, -1.9453], [1.5925, 7.9664, -4.4035], [-0.6861, -1.8339, 4.4561], [5.7463, -0.1862, 1.9567], [-5.4595, -0.9971, 0.3230], [-3.5761, 2.1602, 1.6277], [-1.9424, -3.9292, 1.6713], [-1.3111, -1.8513, 1.8928], [-4.6186, 1.2783, 4.1552]], "lowdin_charge": [0.337, 0.103, 0.107, 0.088, 0.085, -0.147, -0.131, -0.043, -0.082, -0.276, -0.028, -0.357, -0.152, -0.055, -0.346, -0.088, -0.002, 0.024, -0.086, 0.016, 0.011, 0.007, -0.275, -0.092, -0.081, 0.000, -0.065, -0.060, -0.064, 0.000, -0.083, -0.185, -0.065, -0.238, -0.082, -0.089, -0.282, -0.279, -0.281, -0.068, -0.186, -0.059, -0.001, -0.258, 0.107, 0.123, 0.035, 0.056, 0.104, 0.118, 0.128, 0.060, 0.094, 0.110, 0.125, 0.042, 0.109, 0.070, 0.104, 0.103, 0.105, 0.045, 0.080, 0.105, 0.126, 0.030, 0.095, 0.039, 0.118, 0.017, 0.119, 0.093, 0.117, 0.061, 0.040, 0.068, 0.028, 0.033]}